1.
This record from the Open Molecules 2025 dataset describes C34H28BrCl2FN3O3S2Ti as an isolated structure. The level of theory is ωB97M-V/def2-TZVPD.

ORCA input file:
```
! wB97M-V def2-TZVPD RIJCOSX def2/J DEFGRID3
* xyz 1 1
Ti 0.34 0.91 0.47
O 1.01 -2.49 -5.15
C 1.01 -1.75 -4.04
C 1.21 -2.28 -2.76
C 1.16 -1.42 -1.69
N 0.94 -0.10 -1.77
C 0.82 0.38 -3.02
Br 0.71 2.24 -3.30
C 0.84 -0.38 -4.16
H 1.16 -3.42 -4.95
H 1.38 -3.33 -2.60
H 1.28 -1.81 -0.69
H 0.73 0.07 -5.14
O 0.28 0.99 2.29
C 0.51 0.11 3.27
C -0.30 0.11 4.40
C -0.08 -0.82 5.40
C 0.95 -1.75 5.30
C 1.77 -1.73 4.19
C 1.58 -0.80 3.17
C 2.48 -0.70 2.03
N 2.24 -0.11 0.87
C 3.40 -0.18 0.13
C 4.35 -0.83 0.84
N 3.75 -1.16 2.04
H -1.10 0.84 4.47
H -0.72 -0.82 6.28
H 1.11 -2.48 6.08
H 2.57 -2.45 4.11
H 3.46 0.24 -0.86
H 5.37 -1.08 0.62
H 4.21 -1.59 2.83
Cl -2.90 1.15 2.18
C -3.40 2.29 0.97
C -4.34 3.23 1.35
C -4.82 4.14 0.42
C -4.35 4.10 -0.88
C -3.38 3.17 -1.23
Cl -2.79 3.23 -2.86
C -2.87 2.24 -0.32
S -1.67 1.06 -0.87
H -4.71 3.23 2.37
H -5.56 4.87 0.71
H -4.71 4.80 -1.62
F -2.13 6.18 2.08
C -1.24 5.29 1.62
C -0.38 4.68 2.52
C 0.54 3.78 2.03
C 0.61 3.46 0.67
C 1.64 2.51 0.17
C -0.29 4.09 -0.20
C -1.20 5.02 0.26
H -0.44 4.94 3.57
H 1.23 3.30 2.72
H 2.52 2.46 0.81
H 1.92 2.66 -0.87
H -0.26 3.86 -1.26
H -1.88 5.53 -0.40
C -1.60 -2.79 2.23
S -1.63 -1.74 0.78
O -0.21 -1.17 0.77
C -1.64 -2.95 -0.53
C -0.93 -4.14 -0.47
C -0.97 -5.00 -1.56
C -1.69 -4.64 -2.70
C -2.37 -3.44 -2.76
C -2.36 -2.59 -1.66
H -0.72 -3.42 2.23
H -2.51 -3.38 2.24
H -1.58 -2.12 3.08
H -0.37 -4.42 0.41
H -0.44 -5.94 -1.53
H -1.72 -5.32 -3.55
H -2.93 -3.17 -3.64
H -2.88 -1.64 -1.69
*
```

The total energy is -6942.46922 a.u. For the energy above the lowest of the compared OMol25 structures with the same formula, charge and spin, the calculation gives 0.486 eV. The value obtained for the gap between HOMO and LUMO is 7.5690 eV. As for the LUMO energy: -2.705 eV.

---

2.
This record from the Open Molecules 2025 dataset describes C34H28BrN11O2PmS as an isolated structure. The level of theory is ωB97M-V/def2-TZVPD.

ORCA input file:
```
! wB97M-V def2-TZVPD RIJCOSX def2/J DEFGRID3
* xyz 1 5
Pm -1.09 0.41 -1.10
C -1.79 -4.37 -1.63
C -1.40 -3.09 -1.90
N -1.06 -2.16 -0.95
C -0.48 -2.45 0.18
C -1.50 -4.42 0.66
N -2.10 -4.75 -0.38
C 0.88 -0.56 1.08
C 2.10 -0.91 1.64
C 3.16 0.00 1.58
C 2.94 1.24 0.96
C 1.67 1.53 0.47
N 0.68 0.64 0.54
C 1.25 2.81 -0.13
C 1.93 4.01 0.06
N 1.47 5.15 -0.42
C 0.35 5.12 -1.12
C -0.34 3.93 -1.33
N 0.10 2.78 -0.83
C 4.48 -0.33 2.14
C 4.96 -1.64 2.13
C 6.22 -1.89 2.65
N 7.00 -0.95 3.15
C 6.55 0.29 3.18
C 5.30 0.65 2.69
H -2.10 -5.03 -2.43
H -1.47 -2.70 -2.91
H -1.98 -4.55 1.63
H 2.23 -1.87 2.12
H 3.75 1.94 0.84
H 2.85 4.07 0.63
H -0.01 6.07 -1.49
H -1.26 3.89 -1.92
H 4.39 -2.44 1.69
H 6.62 -2.89 2.67
H 7.22 1.03 3.60
H 4.97 1.68 2.77
C -4.44 5.56 0.94
C -3.69 4.26 1.19
N -3.79 3.40 0.02
C -3.38 2.12 0.03
S -3.65 1.24 -1.46
N -2.91 1.62 1.14
N -2.17 0.49 1.12
C -2.15 -0.26 2.20
C -3.07 -0.01 3.35
C -1.17 -1.32 2.20
C -0.97 -2.26 3.16
C 0.07 -3.26 3.09
C 0.53 -3.88 2.00
C -0.09 -3.81 0.64
N -0.30 -1.35 1.06
H -4.39 6.20 1.81
H -5.49 5.35 0.72
H -4.01 6.10 0.10
H -4.10 3.73 2.06
H -2.63 4.46 1.39
H -4.39 3.69 -0.73
H -4.00 0.41 2.96
H -2.64 0.73 4.03
H -3.29 -0.91 3.90
H -1.54 -2.23 4.07
H 0.49 -3.54 4.05
H 1.32 -4.61 2.11
H 0.49 -4.33 -0.13
Br -2.01 -1.40 -8.09
C -0.78 -1.61 -6.66
C 0.19 -2.61 -6.72
N 1.03 -2.84 -5.72
C 0.97 -2.08 -4.65
C 0.06 -1.03 -4.51
C -0.85 -0.79 -5.54
C -0.01 -0.20 -3.27
O 0.68 -0.51 -2.26
O -0.81 0.77 -3.23
H 0.28 -3.25 -7.58
H 1.66 -2.31 -3.85
H -1.58 0.00 -5.47
*
```

The total energy is -5645.69149 a.u. The expectation value of S² is 6.01. The value obtained for the gap between HOMO and LUMO (spin up / spin down) is 6.7546 / 6.7680 eV. As for the LUMO energy (spin up / spin down): -3.689 / -3.694 eV.

---

3.
This record from the Open Molecules 2025 dataset describes C34H28CsN7O3S as an isolated structure. The level of theory is ωB97M-V/def2-TZVPD.

ORCA input file:
```
! wB97M-V def2-TZVPD RIJCOSX def2/J DEFGRID3
* xyz -2 1
Cs -0.70 -0.11 -0.49
C 4.52 0.55 -1.13
C 4.90 1.89 -1.19
C 3.95 2.88 -1.06
C 2.60 2.52 -0.90
N 2.24 1.22 -0.83
C 3.17 0.28 -0.94
N 1.65 3.49 -0.71
C 0.48 3.37 -1.25
N -0.64 3.98 -0.77
C -1.70 3.39 -1.37
N -2.92 3.56 -0.99
C -3.90 2.65 -1.28
C -5.19 3.11 -1.63
C -6.19 2.21 -1.89
C -5.92 0.84 -1.78
C -4.64 0.47 -1.40
N -3.66 1.33 -1.16
C -1.24 2.56 -2.55
C -1.90 1.94 -3.59
C -1.15 1.35 -4.60
C 0.24 1.36 -4.54
C 0.90 1.95 -3.47
C 0.14 2.56 -2.48
H 5.23 -0.25 -1.21
H 5.95 2.15 -1.33
H 4.20 3.93 -1.08
H 2.83 -0.75 -0.85
H -5.35 4.18 -1.69
H -7.18 2.55 -2.17
H -6.68 0.09 -1.97
H -4.39 -0.58 -1.29
H -2.98 1.88 -3.60
H -1.64 0.85 -5.42
H 0.82 0.88 -5.32
H 1.98 1.91 -3.39
C 2.91 3.06 3.45
N 2.95 1.70 2.98
C 3.79 0.82 3.74
C 1.70 1.14 2.46
C 0.56 0.75 3.39
C 0.64 0.93 4.77
C -0.42 0.56 5.60
C -1.56 0.03 5.02
C -1.62 -0.13 3.63
C -0.58 0.22 2.75
H 3.92 3.48 3.44
H 2.52 3.18 4.48
H 2.28 3.65 2.78
H 4.83 1.19 3.71
H 3.77 -0.17 3.29
H 3.52 0.72 4.80
H 1.97 0.25 1.88
H 1.31 1.86 1.73
H 1.54 1.36 5.21
H -0.35 0.70 6.67
H -2.40 -0.27 5.63
H -2.55 -0.55 3.23
O 1.75 -3.40 -0.28
C 0.62 -3.77 -0.58
N -0.43 -2.99 -0.90
S -1.72 -3.83 -1.34
O -1.99 -3.74 -2.76
O -2.84 -3.55 -0.47
C -1.04 -5.45 -1.02
C -1.58 -6.71 -1.14
C -0.77 -7.80 -0.84
C 0.56 -7.60 -0.45
C 1.09 -6.33 -0.34
C 0.27 -5.25 -0.63
H -2.61 -6.84 -1.44
H -1.16 -8.80 -0.92
H 1.17 -8.47 -0.22
H 2.11 -6.15 -0.03
*
```

The total energy is -2339.81348 a.u. For the energy above the lowest of the compared OMol25 structures with the same formula, charge and spin, the calculation gives 0.387 eV. The value obtained for the gap between HOMO and LUMO is 4.7460 eV. As for the LUMO energy: 3.854 eV.